Record 1
A molecular structure, C36H43AsI2N8O3S2Ti. Source: OMol25; level of theory: ωB97M-V/def2-TZVPD.

Each line ends with the Löwdin charge.
Geometry (Å):
Ti -0.443 0.013 0.110  0.75
I -3.644 -2.412 6.643  0.74
C -2.854 -2.197 4.712  -0.75
C -2.190 -3.247 4.103  -0.26
C -1.665 -3.073 2.837  -0.63
I -0.686 -4.663 1.925  0.93
C -1.757 -1.862 2.105  -0.44
O -1.230 -1.762 0.936  -0.23
C -2.475 -0.810 2.755  -0.13
C -2.774 0.500 2.060  -0.14
N -1.603 1.239 1.580  -0.11
C -0.724 1.755 2.642  -0.13
C 0.367 0.776 2.982  -0.30
C 0.953 0.760 4.214  -0.08
C 1.996 -0.163 4.517  -0.16
C 2.268 -1.111 3.503  -0.15
C 1.642 -1.038 2.292  -0.20
N 0.733 -0.055 1.943  -0.05
C -2.989 -0.994 4.025  -0.13
H -2.071 -4.196 4.610  0.07
H -3.393 0.311 1.181  0.12
H -3.347 1.120 2.763  0.11
H -1.916 2.019 1.005  0.08
H -0.281 2.675 2.255  0.10
H -1.299 1.998 3.546  0.12
H 0.588 1.453 4.965  0.09
H 2.458 -0.211 5.493  0.06
H 2.958 -1.932 3.670  0.09
H 1.808 -1.806 1.549  0.05
H -3.516 -0.169 4.493  0.09
N 1.211 6.737 -5.334  0.06
C 0.865 5.913 -4.239  -0.34
C 1.851 5.216 -3.544  -0.04
C 1.518 4.420 -2.463  -0.06
C 0.195 4.311 -2.063  -0.29
C -0.787 5.016 -2.731  -0.06
C -0.455 5.815 -3.815  -0.04
S -0.211 3.308 -0.656  0.56
O -1.633 3.555 -0.423  -0.35
O 0.672 3.723 0.417  -0.35
N 0.114 1.801 -1.015  -0.22
C -0.418 1.273 -2.254  -0.46
N -0.346 1.822 -3.392  0.10
C -0.840 1.168 -4.520  -0.24
C -1.201 -0.170 -4.389  -0.21
C -1.178 -0.823 -3.187  -0.19
N -1.055 -0.019 -1.974  -0.25
H 2.033 6.402 -5.815  0.07
H 0.451 6.828 -5.993  0.07
H 2.885 5.284 -3.866  0.10
H 2.283 3.857 -1.943  0.05
H -1.816 4.906 -2.416  0.11
H -1.233 6.351 -4.349  0.10
H -0.745 1.677 -5.468  0.03
H -1.429 -0.753 -5.280  0.08
H -1.466 -1.851 -3.024  0.07
C 2.211 -0.774 -3.028  -0.28
As 1.700 -1.304 -1.221  1.17
C 3.516 -1.818 -0.670  -0.30
C 0.912 -3.082 -1.677  -0.30
C 1.825 -4.262 -1.659  -0.30
C 2.204 -4.888 -2.847  -0.05
C 3.057 -5.984 -2.847  -0.11
C 3.546 -6.485 -1.650  -0.12
C 3.176 -5.874 -0.458  -0.09
C 2.332 -4.777 -0.464  -0.09
H 2.831 -1.569 -3.451  0.02
H 2.781 0.154 -2.983  0.00
H 1.313 -0.620 -3.624  0.00
H 3.904 -2.575 -1.353  0.02
H 3.556 -2.193 0.351  0.01
H 4.121 -0.916 -0.735  -0.02
H 0.504 -2.923 -2.676  0.05
H 0.072 -3.221 -0.992  0.04
H 1.820 -4.500 -3.784  0.11
H 3.335 -6.447 -3.787  0.09
H 4.208 -7.343 -1.644  0.09
H 3.550 -6.254 0.486  0.10
H 2.053 -4.308 0.472  0.06
C 5.997 3.515 1.567  -0.11
N 5.593 2.508 0.590  -0.06
C 4.350 1.911 0.691  -0.86
S 3.322 1.726 -0.589  0.73
N 4.001 1.514 1.941  -0.02
C 4.955 0.999 2.907  -0.08
H 6.372 4.393 1.040  0.08
H 6.789 3.154 2.227  0.06
H 5.146 3.818 2.178  0.09
H 5.730 2.793 -0.368  0.09
H 3.094 1.057 1.962  0.09
H 5.605 1.782 3.302  0.05
H 5.580 0.210 2.475  0.09
H 4.378 0.585 3.730  0.06
C -2.215 0.157 -1.093  -0.19
H -2.850 -0.724 -1.187  0.06
H -2.765 1.083 -1.300  0.06

Computed properties:
HOMO (alpha / beta)   0.4 / 0.3 eV
Multiplicity   3
Total charge   -2
Frontier orbital gap (alpha / beta)   3.09 / 3.10 eV
⟨S²⟩   2.020
Energy above the lowest of the compared OMol25 structures with the same formula, charge and spin   42.1 kcal per mole

Record 2
2 unconnected molecules or ions with the total composition C4H12NO2. Source: OMol25; level of theory: ωB97M-V/def2-TZVPD.

Each line ends with the Löwdin charge.
Geometry (Å):
C 1.603 2.305 0.413  -0.10
C 0.225 2.257 -0.319  -0.26
N -0.221 0.902 -0.689  -0.09
C -0.688 0.124 0.366  -0.27
C 0.235 -1.109 0.614  -0.32
O 1.522 -0.926 1.030  0.03
H 1.918 3.306 0.749  0.06
H 1.498 1.633 1.314  0.06
H 2.514 1.938 -0.236  0.10
H 0.117 2.980 -1.200  0.12
H -0.568 2.618 0.289  0.08
H 0.472 0.291 -1.103  0.10
H -0.663 0.525 1.382  0.12
H -1.684 -0.079 0.070  0.10
H 0.251 -1.612 -0.462  0.16
H -0.335 -1.859 1.245  0.13
H -2.349 -3.890 -1.133  0.04
H -1.539 -2.720 -0.767  -0.03
O -2.314 -2.937 -1.250  -0.03

Computed properties:
HOMO (alpha / beta)   -8.9 / -8.9 eV
Multiplicity   2
Total charge   0
Frontier orbital gap (alpha / beta)   9.67 / 6.89 eV
⟨S²⟩   0.755
Energy above the lowest of the compared OMol25 structures with the same formula, charge and spin   37.1 kcal per mole

Record 3
C23H23F3N2O7S in the gas phase. Source: OMol25; level of theory: ωB97M-V/def2-TZVPD.

Each line ends with the Löwdin charge.
Geometry (Å):
O -0.447 -4.716 0.370  0.09
C -0.959 -3.712 -0.069  -0.42
N -0.304 -2.646 -0.591  0.15
C 1.063 -2.400 -0.622  -0.20
C 1.987 -3.143 0.114  0.02
C 3.319 -2.782 0.106  0.00
C 3.744 -1.689 -0.642  -0.13
C 2.837 -0.972 -1.412  -0.01
C 1.506 -1.329 -1.403  -0.01
H 0.790 -0.771 -1.988  0.12
H 3.169 -0.138 -2.011  0.12
C 5.185 -1.292 -0.579  -0.58
F 6.024 -2.275 -0.946  0.14
F 5.562 -0.940 0.673  0.12
F 5.484 -0.233 -1.351  0.12
H 4.035 -3.341 0.689  0.13
H 1.653 -3.987 0.692  0.11
H -0.877 -1.873 -0.936  0.10
C -2.479 -3.526 -0.115  -0.05
H -2.825 -3.431 -1.151  0.14
H -2.954 -4.392 0.356  0.14
O -2.850 -2.356 0.611  0.01
C -3.757 -1.536 0.064  -0.48
O -4.286 -1.723 -0.997  0.13
C -4.139 -0.434 1.047  -0.19
C -2.921 0.251 1.697  -0.11
C -2.743 1.680 1.167  -0.18
N -2.985 1.791 -0.252  -0.22
S -1.815 1.102 -1.228  0.72
O -2.092 1.508 -2.570  -0.26
O -1.702 -0.324 -1.005  -0.30
C -0.291 1.860 -0.685  -0.28
C 0.558 1.158 0.148  0.01
C 1.802 1.684 0.470  -0.19
C 2.180 2.928 -0.062  -0.19
C 1.288 3.638 -0.862  0.03
C 0.054 3.105 -1.180  -0.04
H -0.635 3.619 -1.828  0.12
H 1.601 4.597 -1.242  0.13
O 3.409 3.461 0.170  -0.01
C 4.351 2.527 0.666  -0.13
C 3.729 1.688 1.779  -0.13
H 3.407 2.347 2.596  0.14
O 2.617 0.962 1.289  -0.01
H 4.435 0.948 2.156  0.13
H 4.684 1.873 -0.148  0.13
H 5.195 3.109 1.035  0.14
H 0.279 0.195 0.540  0.13
C -4.340 1.432 -0.660  -0.17
C -5.071 0.584 0.384  -0.12
H -5.888 0.057 -0.108  0.12
H -5.493 1.227 1.159  0.12
H -4.896 2.356 -0.849  0.13
H -4.258 0.884 -1.599  0.11
H -3.437 2.363 1.665  0.13
H -1.727 2.031 1.357  0.11
H -2.028 -0.335 1.482  0.10
H -3.042 0.293 2.780  0.12
H -4.703 -0.962 1.826  0.16

Computed properties:
HOMO   -8.7 eV
Total charge   0
Frontier orbital gap   9.12 eV
SMILES string   O=C(COC(=O)C1CCN(S(=O)(=O)c2ccc3c(c2)OCCO3)CC1)Nc1ccc(C(F)(F)F)cc1

Record 4
2 unconnected molecules or ions with the total composition C3H8Cl2N. Source: OMol25; level of theory: ωB97M-V/def2-TZVPD.

Each line ends with the Löwdin charge.
Geometry (Å):
C 1.531 -0.669 1.034  0.00
C 0.230 -0.849 -1.067  0.12
C -2.510 1.465 -0.235  -1.12
N 1.313 -0.119 -0.317  -0.07
Cl -1.164 1.713 0.814  0.62
Cl -3.933 0.935 0.349  0.71
H 0.519 -0.759 1.392  0.09
H 1.745 -1.683 0.868  0.09
H 2.202 -0.129 1.661  0.11
H 0.431 -1.873 -1.363  0.09
H -0.851 -0.613 -0.753  0.09
H -2.366 1.878 -1.191  0.01
H 0.707 0.670 -0.185  0.04
H 2.145 0.033 -1.006  0.24

Computed properties:
HOMO (alpha / beta)   -15.0 / -11.8 eV
Total charge   +1
Frontier orbital gap (alpha / beta)   11.06 / 6.31 eV
Energy above the lowest of the compared OMol25 structures with the same formula, charge and spin   94.7 kcal per mole

Record 5
A molecular structure, C3HNO2. Source: OMol25; level of theory: ωB97M-V/def2-TZVPD.

Each line ends with the Löwdin charge.
Geometry (Å):
C 1.033 -0.198 -0.033  0.00
C -0.121 0.833 0.017  -0.29
C -0.977 -0.501 0.052  -0.39
N 0.283 -1.255 0.042  0.16
O -0.304 1.989 0.019  0.17
O -2.082 -0.804 -0.022  0.20
H 2.167 -0.064 -0.073  0.14

Computed properties:
HOMO   -10.4 eV
Total charge   0
Frontier orbital gap   9.63 eV
Energy above the lowest of the compared OMol25 structures with the same formula, charge and spin   8.4 kcal per mole